Density functional theory data (the ωB97M-V functional and the def2-TZVPD basis) for a 7-piece molecular cluster, C26H53BNO17S7 overall in a non-equilibrium geometry.

```
105
Properties=species:S:1:pos:R:3:lowdin_charge:R:1
S -6.903 3.820 0.397 0.667
S 2.019 4.383 0.727 0.652
S -1.801 2.306 0.883 0.760
S 3.584 -4.002 6.923 0.658
S 0.611 -2.724 -3.349 0.673
S 4.455 -1.864 1.812 0.674
S -0.260 -0.686 -7.952 0.668
O 5.485 -1.595 0.835 -0.339
O 2.164 -3.860 6.735 -0.315
O -1.153 0.266 -8.562 -0.319
O -2.289 -0.896 3.018 -0.036
O -0.632 -1.374 -6.745 -0.323
O 4.774 -1.706 3.217 -0.346
O 4.253 -5.213 6.513 -0.335
O -5.842 2.890 0.670 -0.294
O -8.280 3.385 0.394 -0.328
O -6.720 -0.363 0.820 0.150
O 2.630 5.556 0.142 -0.341
O 0.698 4.433 1.285 -0.348
O 1.162 -2.485 -2.039 -0.322
O -4.509 0.092 1.628 0.088
O -0.815 -0.134 1.463 -0.107
O -6.366 -0.126 3.156 0.176
O 1.456 -2.655 -4.519 -0.341
N -3.969 1.312 2.144 -0.048
C 1.356 0.074 -7.727 -0.210
C -0.263 -4.288 -3.318 -0.231
C -6.300 6.156 -0.753 -0.216
C -1.797 -0.074 2.221 -0.749
C 3.548 2.295 1.385 -0.216
C -1.677 -3.914 -2.882 -0.216
C 0.253 -1.873 -9.192 -0.230
C -0.844 -1.685 -3.548 -0.211
C 2.965 -0.950 1.417 -0.216
C 4.838 -2.404 8.660 -0.221
C 3.964 -3.663 8.657 -0.224
C 1.503 -1.255 -9.808 -0.223
C -6.710 5.240 1.475 -0.228
C 2.102 3.028 -0.439 -0.217
C -5.793 6.178 0.697 -0.219
C -2.035 -2.640 -3.661 -0.205
C -2.523 1.326 2.246 -0.561
C 4.463 -1.586 7.416 -0.217
C 3.438 2.353 -0.146 -0.213
C 4.422 -2.571 6.254 -0.235
C 2.321 -0.703 -8.630 -0.210
C -6.522 4.689 -1.136 -0.214
C 3.163 3.676 1.927 -0.212
C 1.917 -1.985 1.008 -0.194
C 2.253 -3.281 1.757 -0.200
C 3.756 -3.495 1.570 -0.228
B -5.848 -0.094 1.869 -0.800
H 0.250 -4.961 -2.636 0.103
H -7.351 4.544 -1.823 0.099
H -0.714 -1.080 -4.440 0.071
H 1.683 -4.126 1.374 0.115
H -5.932 0.458 3.783 0.085
H 3.479 -1.133 7.551 0.121
H 3.208 -0.256 0.616 0.073
H 4.015 4.350 1.995 0.098
H -2.208 -2.885 -4.711 0.109
H -7.242 6.704 -0.819 0.113
H 1.950 -2.156 -0.067 0.078
H 2.020 -3.176 2.820 0.119
H 2.066 -1.990 -10.382 0.112
H 1.222 -0.444 -10.483 0.117
H 5.178 -0.787 7.227 0.115
H 2.759 -1.530 -8.070 0.119
H -5.621 4.228 -1.538 0.108
H 3.136 -0.064 -8.968 0.112
H 5.420 -2.890 5.957 0.110
H 4.212 -4.179 2.283 0.102
H 3.994 -3.796 0.550 0.105
H 1.258 2.372 -0.216 0.097
H -0.244 -4.688 -4.332 0.103
H 4.467 -4.534 9.070 0.096
H -2.245 1.797 3.191 0.106
H 0.913 -1.619 1.229 0.096
H -4.767 5.808 0.737 0.119
H 4.699 -1.835 9.579 0.109
H 2.013 3.428 -1.446 0.106
H -4.388 1.529 3.043 0.102
H 2.665 -0.401 2.310 0.103
H 0.481 -2.803 -8.672 0.108
H -1.693 -3.709 -1.810 0.124
H -2.378 -4.724 -3.080 0.112
H -0.912 -1.053 -2.663 0.113
H 1.615 0.008 -6.673 0.104
H 4.548 2.011 1.708 0.121
H 1.262 1.117 -8.024 0.104
H 3.015 -3.508 9.166 0.100
H 5.891 -2.687 8.605 0.113
H -6.297 4.900 2.422 0.107
H -7.174 0.445 0.557 0.083
H -0.567 -2.023 -9.890 0.105
H 2.652 3.625 2.885 0.102
H 4.257 2.947 -0.557 0.118
H 2.852 1.549 1.770 0.089
H -2.940 -2.174 -3.275 0.119
H 3.882 -2.206 5.384 0.085
H -5.806 7.182 1.116 0.113
H -7.699 5.672 1.629 0.104
H -2.483 3.433 1.128 -0.171
H -5.595 6.632 -1.432 0.112
H 3.486 1.360 -0.592 0.103
```

Results
LUMO energy	1.866	eV
charge	-1
HOMO	-4.65	eV
gap between HOMO and LUMO	6.52	eV
multiplicity	1
max |F|	1.22	eV/A


Density functional theory data (the ωB97M-V functional and the def2-TZVPD basis) for a 4-piece molecular cluster, C26H53Br2N4O6 overall in a non-equilibrium geometry.

```
91
Properties=species:S:1:pos:R:3:lowdin_charge:R:1
Br 3.660 0.752 4.564 0.680
Br 1.400 3.451 4.224 0.684
O -0.276 0.683 -1.138 -0.230
O -8.885 1.977 6.779 -0.173
O -6.237 2.629 3.196 -0.226
O 2.945 -0.478 -4.074 -0.195
O 8.553 -5.019 -5.211 -0.192
O 7.591 -1.037 -3.354 -0.181
N -7.788 4.447 5.053 -0.052
N 6.078 -3.284 -5.066 -0.052
N -0.192 -0.991 -3.662 -0.053
N -1.545 0.879 4.531 0.101
C -7.274 2.655 2.223 -0.104
C -2.900 0.548 4.155 0.031
C -8.260 1.323 5.689 -0.102
C 5.724 -1.890 -4.775 -0.202
C -8.208 3.140 7.246 -0.216
C -0.272 -1.481 -2.288 -0.204
C -2.411 0.919 1.515 0.061
C 8.545 -2.086 -3.380 -0.096
C -1.025 -0.503 -1.380 -0.225
C -0.615 1.233 3.480 -0.185
C 7.579 -4.865 -6.246 -0.203
C -5.822 3.925 3.636 -0.205
C 1.171 -1.040 3.777 -0.096
C 0.892 1.574 3.908 -0.674
C 0.797 -1.676 -4.503 -0.182
C -6.343 4.233 5.045 -0.212
C -0.944 1.278 1.968 0.065
C 8.117 -5.820 -4.124 -0.112
C 1.775 0.444 4.038 -0.645
C -0.748 1.823 -1.845 -0.100
C -8.411 4.396 6.381 -0.186
C 6.856 -0.870 -4.562 -0.210
C 6.952 -3.466 -6.223 -0.208
C 2.260 -1.728 -4.030 -0.219
C -3.416 0.524 2.670 0.039
C 2.633 0.403 -3.010 -0.091
H 8.121 -4.976 -7.192 0.121
H 5.070 -1.529 -5.575 0.115
H -7.078 3.397 1.446 0.092
H 6.528 -3.671 -4.242 0.061
H -4.728 3.895 3.680 0.111
H 6.817 -5.652 -6.216 0.120
H 9.307 -1.873 -2.628 0.090
H -7.322 1.669 1.756 0.088
H 7.776 -2.747 -6.224 0.097
H -1.836 1.911 -1.789 0.085
H -8.077 5.271 6.949 0.118
H -9.487 4.520 6.220 0.124
H 7.620 -6.731 -4.468 0.088
H 1.946 -1.867 3.900 0.089
H -2.712 0.959 0.410 0.109
H 1.754 0.997 -3.266 0.065
H 0.447 -2.699 -4.677 0.119
H -7.152 2.921 7.440 0.107
H 0.778 -1.169 -5.473 0.125
H 0.711 -1.125 2.716 0.093
H 6.383 0.113 -4.479 0.120
H 0.038 -0.002 -3.652 0.064
H 7.533 -0.799 -5.421 0.112
H -8.584 0.281 5.685 0.092
H 8.071 -3.026 -3.094 0.065
H 6.370 -3.319 -7.139 0.122
H -0.788 -2.447 -2.281 0.127
H -0.305 2.710 -1.388 0.094
H 5.118 -1.911 -3.863 0.107
H -1.154 -0.982 -0.403 0.108
H 0.292 -1.136 4.526 0.085
H 0.720 -1.623 -1.850 0.098
H -1.175 0.880 5.494 0.176
H -3.618 0.299 5.014 0.141
H -8.647 3.356 8.224 0.124
H -8.596 1.764 4.750 0.067
H 2.488 -0.123 -2.062 0.087
H -0.433 1.797 -2.890 0.077
H 2.376 -2.199 -3.048 0.113
H -7.169 1.342 5.762 0.078
H 7.448 -5.262 -3.464 0.066
H -8.244 2.850 2.685 0.074
H -2.027 -0.281 -1.767 0.122
H 2.796 -2.376 -4.731 0.117
H -5.845 5.132 5.423 0.125
H -4.493 0.227 2.456 0.111
H -6.055 3.391 5.683 0.091
H 9.039 -2.176 -4.351 0.090
H -6.096 4.709 2.923 0.124
H -0.106 1.565 1.246 0.128
H -8.234 3.745 4.472 0.064
H 8.996 -6.104 -3.542 0.091
H 3.464 1.101 -2.889 0.093
```

Results
LUMO energy	-4.954	eV
charge	+1
HOMO	-9.78	eV
gap between HOMO and LUMO	4.83	eV
multiplicity	1
max |F|	5.23	eV/A


Density functional theory data (the ωB97M-V functional and the def2-TZVPD basis) for C26H53ClOP2PtSi2 as an isolated structure in a non-equilibrium geometry.

```
86
Properties=species:S:1:pos:R:3:lowdin_charge:R:1
Pt 0.726 0.274 1.081 0.604
Cl 0.729 -1.851 1.599 0.176
P -1.467 0.294 2.030 0.846
P 2.472 -0.284 -0.426 0.840
Si 1.363 0.607 -3.440 0.512
Si -3.481 1.315 -0.422 0.511
O 1.710 2.664 2.032 -0.087
C -2.285 -0.838 -2.121 -0.067
C -2.577 1.577 4.353 -0.117
C -1.959 -2.441 2.931 -0.179
C 2.536 -2.045 -1.107 -0.540
C 1.039 2.226 1.101 -0.691
C 1.367 2.269 -4.284 -0.172
C -2.647 1.517 1.289 -0.396
C 2.563 0.754 -1.954 -0.394
C -1.158 1.146 -2.145 -0.084
C -2.301 0.499 -1.614 -0.267
C -1.095 -1.017 -2.866 -0.068
C -0.352 0.204 -2.829 -0.268
C -0.903 -4.188 -0.489 0.080
C 4.171 0.505 1.708 -0.133
C 3.533 -2.216 -2.253 -0.129
C -2.462 -1.314 2.015 -0.541
C -5.035 0.286 -0.460 -0.187
C 1.765 -0.706 -4.702 -0.187
C 4.165 -0.194 0.353 -0.521
C -0.130 1.164 4.379 -0.133
C 2.897 -3.158 -0.110 -0.178
C 5.254 0.436 -0.525 -0.116
C 0.440 3.088 0.034 -0.105
C -1.466 0.639 3.864 -0.523
C -3.929 -1.126 2.404 -0.129
C -3.895 3.037 -1.009 -0.172
H 0.063 2.179 4.003 0.073
H -3.957 3.053 -2.106 0.041
H -4.447 -2.082 2.246 0.090
H -5.369 0.242 -1.507 0.046
H 2.202 2.300 -4.999 0.036
H 0.545 4.132 0.364 0.085
H -0.627 2.883 -0.111 0.026
H 2.507 -4.114 -0.494 0.076
H -0.865 -2.531 2.970 -0.031
H -2.481 1.677 5.444 0.084
H -0.937 2.201 -2.056 0.096
H 5.176 0.393 2.140 0.081
H -2.461 2.573 3.911 0.081
H 0.963 2.972 -0.928 0.051
H -0.185 1.201 5.477 0.081
H -4.450 -0.372 1.817 0.025
H 3.412 -3.230 -2.659 0.090
H -4.873 3.324 -0.595 0.036
H 0.063 -4.688 -0.486 -0.020
H -2.389 -1.631 0.960 0.087
H 1.485 3.092 -3.567 0.029
H -3.486 1.684 1.988 0.035
H -3.145 3.770 -0.684 0.031
H -4.904 -0.745 -0.111 0.022
H -3.588 1.205 4.157 0.061
H 2.715 -0.472 -5.202 0.041
H 3.570 0.652 -2.397 0.034
H -1.609 -4.345 0.322 -0.022
H 4.406 -1.256 0.512 0.092
H 3.390 -1.517 -3.075 0.025
H -5.826 0.771 0.129 0.042
H 3.954 1.577 1.597 0.071
H -2.098 2.476 1.286 0.035
H 0.426 2.412 -4.834 0.041
H 3.443 0.075 2.402 0.057
H -2.346 -3.400 2.554 0.077
H -3.063 -1.579 -1.949 0.104
H 2.469 -3.015 0.891 -0.031
H 5.016 1.484 -0.741 0.081
H -4.024 -0.885 3.473 0.076
H 1.506 -2.194 -1.475 0.087
H 6.199 0.412 0.038 0.084
H 3.988 -3.258 -0.009 0.074
H 1.807 -1.725 -4.299 0.023
H 0.967 -0.682 -5.459 0.046
H 0.709 0.522 4.095 0.055
H -2.332 -2.309 3.957 0.073
H -1.630 -0.360 4.295 0.092
H -0.779 -1.924 -3.381 0.103
H 2.523 1.797 -1.590 0.031
H 4.568 -2.140 -1.887 0.076
H -1.215 -3.629 -1.379 -0.026
H 5.430 -0.101 -1.463 0.062
```

Results
LUMO energy (alpha / beta)	0.599 / -2.232	eV
HOMO (alpha / beta)	-4.19 / -7.42	eV
gap between HOMO and LUMO (alpha / beta)	4.79 / 5.19	eV
multiplicity	5
max |F|	3.33	eV/A


| no. | electronic energy (Eh) |
| --- | --- |
| 1 | -5168.57205 |
| 2 | -6840.37161 |
| 3 | -2938.75949 |